The following is a quantum chemistry calculation of C4H7NO3 as an isolated structure, from OMol25.

Cartesian coordinates (Å):
C  -1.719  -0.076  -0.221
C  2.350  -0.474  0.961
C  0.288  0.382  -0.263
C  1.205  -0.822  0.055
N  -2.548  0.945  -0.606
O  -0.878  0.203  0.806
O  0.624  1.499  -0.574
O  0.967  -1.916  -0.384
H  -3.168  0.776  -1.384
H  -2.140  1.870  -0.569
H  -2.164  -1.074  -0.249
H  -0.673  -0.203  -1.122
H  2.952  -1.358  1.157
H  1.956  -0.065  1.894
H  2.950  0.312  0.498

***

The following is a quantum chemistry calculation of a 2-piece molecular cluster, C22H47FNO4P overall, from OMol25.

Cartesian coordinates (Å):
C  1.673  -0.330  -2.799
C  0.672  -0.482  -4.068
C  -0.720  0.194  -3.675
O  -1.486  0.884  -4.670
P  -2.918  1.554  -3.870
C  -4.413  2.219  -2.871
F  -4.305  1.867  -1.453
C  -5.844  1.881  -3.493
C  -6.119  0.327  -3.772
O  -2.912  0.250  -2.676
C  -1.764  -0.613  -2.743
C  -2.201  -2.050  -3.299
C  -2.821  -3.020  -2.188
C  -3.877  -2.320  -1.202
C  -3.230  -1.893  0.194
O  -3.972  -1.643  1.176
O  -1.812  -1.805  0.399
H  1.061  -0.429  -1.835
H  2.050  0.756  -2.836
H  2.525  -1.088  -2.815
H  1.069  0.095  -4.981
H  0.622  -1.594  -4.307
H  -0.373  1.036  -2.954
H  -3.655  0.846  -4.884
H  -2.956  2.666  -4.825
H  -2.015  2.424  -3.125
H  -4.316  3.371  -2.890
H  -6.023  2.508  -4.442
H  -6.641  2.256  -2.743
H  -6.936  -0.138  -3.127
H  -6.503  0.254  -4.859
H  -5.200  -0.339  -3.723
H  -1.222  -0.625  -1.735
H  -2.850  -1.901  -4.220
H  -1.229  -2.555  -3.668
H  -1.990  -3.468  -1.528
H  -3.391  -3.865  -2.725
H  -4.667  -3.119  -0.943
H  -4.462  -1.456  -1.668
H  -1.679  -0.844  0.593
C  1.224  1.587  0.817
C  2.669  1.124  0.928
C  2.822  -0.350  1.294
C  2.355  -0.846  2.655
N  2.938  -0.223  3.926
C  2.353  1.135  4.293
C  0.940  0.840  4.769
C  1.040  -0.494  5.489
C  2.391  -1.083  5.113
C  4.466  -0.281  4.015
C  5.262  0.838  3.334
C  5.969  0.447  2.035
H  0.638  1.327  1.702
H  1.188  2.672  0.697
H  0.742  1.138  -0.055
H  3.214  1.768  1.617
H  3.147  1.284  -0.045
H  3.855  -0.667  1.140
H  2.261  -0.926  0.547
H  2.614  -1.908  2.709
H  1.267  -0.787  2.724
H  2.956  1.544  5.105
H  2.371  1.813  3.445
H  0.252  0.758  3.927
H  0.554  1.632  5.414
H  0.221  -1.157  5.199
H  0.972  -0.365  6.572
H  2.353  -2.131  4.814
H  3.080  -0.976  5.953
H  4.772  -1.281  3.699
H  4.696  -0.196  5.081
H  6.065  1.103  4.031
H  4.689  1.758  3.205
H  6.152  -0.628  1.971
H  6.936  0.953  1.970
H  5.406  0.765  1.158

***

The following is a quantum chemistry calculation of one molecule with the formula CH2O2S2, from OMol25.

Cartesian coordinates (Å):
C  0.610  -0.247  1.217
O  0.599  0.329  -1.237
O  -1.749  0.844  -1.804
S  -0.909  -0.511  0.942
S  -0.732  -0.103  -1.574
H  1.080  -0.037  0.286
H  1.101  -0.275  2.170

***

The following is a quantum chemistry calculation of a 3-piece molecular cluster, C12H10BrIO9PS2 overall, from OMol25.

Cartesian coordinates (Å):
O  0.597  -3.269  3.790
P  0.110  -3.809  2.345
Br  1.209  -2.351  1.162
S  -1.875  -2.730  2.024
S  -1.772  -0.878  2.922
I  -3.152  -4.081  3.507
H  0.237  -3.757  4.544
H  -0.422  -0.831  2.894
C  0.755  1.577  1.079
C  1.388  2.429  0.253
C  1.742  3.851  0.670
O  2.324  4.511  -0.169
C  1.373  4.302  1.991
C  0.744  3.449  2.811
C  0.410  2.030  2.397
O  -0.151  1.338  3.242
O  0.365  3.756  4.044
O  1.762  2.135  -0.978
H  0.482  0.569  0.797
H  1.619  5.315  2.279
H  -0.055  2.965  4.425
H  2.205  2.937  -1.327
C  -0.986  -2.816  -3.424
C  -0.408  -2.074  -4.389
C  -0.078  -0.597  -4.202
O  0.466  -0.049  -5.140
C  -0.423  0.045  -2.949
C  -1.016  -0.701  -2.011
C  -1.309  -2.178  -2.183
O  -1.800  -2.730  -1.202
O  -1.394  -0.239  -0.817
O  -0.061  -2.543  -5.570
H  -1.210  -3.865  -3.550
H  -0.191  1.092  -2.815
H  -1.824  -1.002  -0.384
H  0.339  -1.801  -6.065

## Properties
net charge = +1

***

The following is a quantum chemistry calculation of a 2-piece molecular cluster, C6H13N3 overall, from OMol25.

Cartesian coordinates (Å):
C  0.017  2.019  -0.859
C  0.408  0.965  1.475
C  -0.488  1.005  0.124
N  -0.165  0.177  2.416
N  1.530  1.545  1.494
N  -1.719  0.749  0.330
H  -1.130  -0.072  2.257
H  0.228  0.104  3.340
H  2.047  1.474  2.369
H  -2.352  1.167  -0.350
H  -0.738  2.303  -1.590
H  0.848  1.570  -1.402
H  0.408  2.894  -0.346
C  -0.639  -2.239  -0.327
C  0.413  -1.288  -0.827
C  0.850  -1.306  -2.099
H  1.151  -1.034  -0.068
H  -1.535  -1.681  -0.056
H  -0.310  -2.758  0.572
H  -0.925  -2.956  -1.093
H  0.545  -2.029  -2.840
H  1.555  -0.606  -2.520

## Properties
SMILES = [H]/N=C(N)/C(C)=N/[H].C=CC

***

The following is a quantum chemistry calculation of BF4H18O9 as an isolated structure, from OMol25.

Cartesian coordinates (Å):
B  0.126  -0.040  0.362
F  0.820  -1.186  0.061
F  0.964  0.651  1.154
F  -0.028  0.588  -0.836
F  -1.137  -0.347  0.946
O  0.729  2.585  -0.619
H  1.564  2.932  -0.305
H  0.788  1.642  -0.468
O  2.936  -0.065  1.244
H  1.990  0.001  1.114
H  3.083  0.282  2.124
O  -0.507  2.458  -2.589
H  -0.082  1.973  -1.882
H  0.025  2.269  -3.362
O  -1.924  -1.929  -0.293
H  -2.720  -1.836  -0.817
H  -1.740  -1.044  0.021
O  0.537  -2.457  1.475
H  1.335  -2.361  1.995
H  0.537  -1.697  0.893
O  1.296  -1.403  -1.892
H  1.242  -1.236  -0.951
H  1.775  -0.652  -2.242
O  -1.000  -0.163  -2.419
H  -1.931  -0.086  -2.209
H  -0.557  -0.095  -1.573
O  -0.869  1.871  1.679
H  -0.337  1.112  1.442
H  -1.659  1.787  1.144
O  -2.088  -1.375  2.204
H  -1.775  -0.997  3.026
H  -1.395  -1.183  1.573

## Properties
net charge = -1

***

The following is a quantum chemistry calculation of a 2-piece molecular cluster, C21H28O3S2 overall, from OMol25.

Cartesian coordinates (Å):
C  4.341  -1.352  2.762
C  3.508  -0.255  2.160
O  2.185  -0.245  2.721
C  1.261  0.431  1.984
C  -0.053  0.450  2.653
C  -1.133  1.283  2.270
O  -1.033  2.199  1.442
C  -2.491  1.007  2.982
C  -3.405  -0.033  2.319
C  -3.068  -1.507  2.565
C  -1.723  -1.968  1.976
C  -0.595  -2.026  3.016
C  -0.257  -0.659  3.642
O  1.533  0.888  0.880
H  5.377  -1.212  2.439
H  4.310  -1.388  3.850
H  4.029  -2.330  2.390
H  3.963  0.722  2.357
H  3.392  -0.413  1.086
H  -2.341  0.734  4.034
H  -3.034  1.964  2.986
H  -4.435  0.142  2.675
H  -3.401  0.149  1.235
H  -3.103  -1.722  3.645
H  -3.865  -2.100  2.084
H  -1.850  -2.980  1.556
H  -1.444  -1.321  1.123
H  -0.868  -2.719  3.831
H  0.298  -2.449  2.526
H  0.669  -0.757  4.221
H  -1.067  -0.405  4.337
C  2.659  4.080  4.580
C  3.503  3.529  3.606
C  3.001  3.286  2.333
C  1.689  3.666  1.990
C  1.356  3.727  0.594
S  0.088  4.747  0.024
C  -0.458  3.726  -1.401
C  0.615  3.615  -2.478
C  1.780  2.765  -1.987
S  2.626  3.457  -0.538
C  0.859  4.214  2.981
C  1.346  4.463  4.264
H  3.059  4.275  5.574
H  4.566  3.345  3.791
H  3.667  2.898  1.553
H  -0.791  2.758  -0.986
H  -1.332  4.272  -1.775
H  0.191  3.137  -3.373
H  0.985  4.612  -2.765
H  1.493  1.724  -1.770
H  2.599  2.770  -2.723
H  -0.159  4.486  2.715
H  0.721  4.980  4.985

***

The following is a quantum chemistry calculation of C22H34F9N4OPdS2SbSi as an isolated structure, from OMol25.

Cartesian coordinates (Å):
Pd  2.278  2.244  0.512
C  5.703  -1.697  5.666
Si  5.274  -0.431  4.315
C  6.687  -0.745  3.037
C  5.514  1.280  5.086
C  3.555  -0.881  3.648
C  2.828  -1.931  4.091
C  1.613  -2.295  3.615
C  1.161  -1.598  2.499
N  1.838  -0.551  1.999
C  2.978  -0.136  2.552
S  3.808  1.173  1.959
H  6.517  -1.419  6.394
H  5.959  -2.609  5.182
H  4.873  -1.809  6.400
H  6.426  -1.441  2.303
H  7.543  -1.073  3.655
H  6.996  0.231  2.605
H  5.584  2.165  4.354
H  6.480  1.356  5.630
H  4.753  1.543  5.823
H  3.197  -2.498  4.966
H  1.091  -3.108  4.037
H  0.253  -1.795  1.856
F  -3.710  -5.103  -1.753
C  -4.574  -4.329  -1.013
F  -3.885  -3.992  0.083
F  -5.531  -5.208  -0.592
C  -5.128  -3.045  -1.715
O  -4.258  -2.125  -1.805
C  -5.737  -3.534  -3.134
F  -6.699  -4.436  -3.088
F  -4.776  -4.201  -3.902
F  -6.104  -2.457  -3.899
C  -6.319  -2.612  -0.721
F  -5.871  -2.390  0.542
F  -6.818  -1.437  -1.165
F  -7.415  -3.413  -0.619
C  -0.562  5.625  1.028
C  -0.671  5.073  -0.460
Sb  0.427  3.246  -0.791
C  0.478  3.390  -2.943
C  -0.674  4.188  -3.560
C  -1.395  2.204  -0.546
C  -1.826  1.910  0.893
H  -1.284  6.429  1.232
H  0.391  6.048  1.198
H  -0.589  4.831  1.771
H  -0.293  5.861  -1.082
H  -1.651  4.805  -0.905
H  0.504  2.367  -3.402
H  1.503  3.780  -3.232
H  -1.638  3.763  -3.524
H  -0.415  4.364  -4.692
H  -0.676  5.196  -3.149
H  -1.271  1.236  -1.006
H  -2.149  2.736  -1.048
H  -1.073  1.401  1.426
H  -2.692  1.294  0.856
H  -1.938  2.883  1.363
C  -2.812  -0.522  -4.622
C  -2.051  -1.649  -3.975
C  -0.605  -1.403  -3.517
N  0.367  -0.845  -4.132
N  1.583  -0.800  -3.431
C  1.419  -1.433  -2.312
N  2.381  -1.639  -1.264
S  -0.148  -2.140  -2.033
H  -3.842  -0.885  -4.820
H  -2.319  -0.181  -5.540
H  -2.895  0.241  -3.883
H  -2.170  -2.533  -4.541
H  -2.545  -1.913  -3.109
H  3.119  -0.936  -1.297
H  1.927  -1.685  -0.357

## Properties
net charge = -2

***

The following is a quantum chemistry calculation of one molecule with the formula C5H9NO, from OMol25.

Cartesian coordinates (Å):
C  0.348  -0.450  -0.599
C  0.468  -0.964  0.806
C  -0.639  -0.034  1.541
C  0.367  1.049  -0.049
C  0.862  0.795  -1.423
H  -1.709  -0.204  -0.642
H  -1.072  -0.723  -2.149
H  0.196  -2.050  0.871
H  1.486  -0.877  1.230
H  -1.578  -0.512  1.649
H  -0.284  0.353  2.509
H  1.236  1.299  0.513
H  1.900  1.060  -1.563
H  0.266  0.962  -2.294
N  -0.966  -0.813  -1.070
O  -0.881  1.110  0.668

## Properties
SMILES = N[C@]12CCO[C@@H]1C2

***

The following is a quantum chemistry calculation of a 2-piece molecular cluster, C2H7S overall, from OMol25.

Cartesian coordinates (Å):
S  -2.748  1.471  -2.123
H  -2.071  1.345  -3.279
C  1.062  0.228  0.809
C  0.144  -0.977  0.572
H  0.464  1.098  1.084
H  1.563  0.503  -0.126
H  1.810  0.101  1.600
H  -0.767  -0.891  1.160
H  -0.124  -0.980  -0.480
H  0.666  -1.899  0.783

## Properties
net charge = -1

***

The following is a quantum chemistry calculation of a 2-piece molecular cluster, C15H24BCl3O2Si overall, from OMol25.

Cartesian coordinates (Å):
C  2.120  3.366  1.059
C  1.165  2.611  0.153
C  -0.110  2.098  0.803
C  -1.389  1.853  -0.099
C  -2.571  1.643  0.825
O  -0.194  1.954  2.012
Si  2.270  -2.368  1.511
C  2.932  -1.181  2.819
C  0.420  -2.563  1.827
C  2.487  -1.586  -0.186
H  2.972  3.693  0.456
H  1.629  4.242  1.483
H  2.485  2.723  1.863
H  0.856  3.251  -0.688
H  1.683  1.753  -0.300
H  -1.501  2.829  -0.614
H  -3.507  1.603  0.259
H  -2.439  0.722  1.405
H  -2.621  2.477  1.530
H  3.660  -1.700  3.460
H  3.428  -0.320  2.344
H  2.103  -0.813  3.444
H  0.079  -3.559  1.505
H  0.207  -2.435  2.900
H  -0.147  -1.807  1.269
H  2.277  -2.322  -0.979
H  1.797  -0.739  -0.330
H  3.514  -1.209  -0.311
Cl  2.138  1.324  -3.323
B  0.296  1.505  -3.002
Cl  -0.181  3.370  -2.971
Cl  -0.698  0.715  -4.407
O  0.023  0.928  -1.754
C  -1.272  0.903  -1.206
C  -1.635  -0.600  -1.069
C  -2.849  -1.036  -0.515
C  -3.098  -2.399  -0.328
C  -2.200  -3.354  -0.816
C  -1.062  -2.932  -1.510
C  -0.798  -1.568  -1.651
H  -1.975  1.282  -1.977
H  -3.607  -0.313  -0.227
H  -4.004  -2.714  0.194
H  -2.395  -4.421  -0.688
H  -0.362  -3.646  -1.947
H  0.076  -1.259  -2.222

***

The following is a quantum chemistry calculation of a 2-piece molecular cluster, H2NO3S overall, from OMol25.

Cartesian coordinates (Å):
N  -0.232  0.523  -0.616
O  -1.015  1.515  0.042
O  -2.554  -0.826  -0.379
O  2.096  -0.273  0.386
S  -1.404  -0.134  0.292
H  1.371  0.308  0.150
H  1.737  -1.113  0.124

## Properties
net charge = -1

***

Number 1: energy -437.0025 Eh, M 117.10 g mol⁻¹, F_max 0.026 hartree/bohr. Number 2: energy -1663.1241 Eh, M 439.59 g mol⁻¹, F_max 0.086 hartree/bohr. Number 3: energy -986.0875 Eh, M 110.16 g mol⁻¹, F_max 0.052 hartree/bohr. Number 4: energy -5149.6565 Eh, M 600.12 g mol⁻¹, F_max 0.013 hartree/bohr. Number 5: energy -400.6123 Eh, M 127.19 g mol⁻¹, F_max 0.081 hartree/bohr. Number 6: energy -1111.9602 Eh, M 248.94 g mol⁻¹, F_max 0.260 hartree/bohr. Number 7: energy -1839.0049 Eh, M 392.59 g mol⁻¹, F_max 0.048 hartree/bohr. Number 8: energy -3505.8221 Eh, M 861.92 g mol⁻¹, F_max 0.075 hartree/bohr. Number 9: energy -325.7481 Eh, M 99.13 g mol⁻¹, F_max 0.056 hartree/bohr. Number 10: energy -478.6034 Eh, M 63.15 g mol⁻¹, F_max 0.013 hartree/bohr. Number 11: energy -2431.4105 Eh, M 381.61 g mol⁻¹, F_max 0.110 hartree/bohr. Number 12: energy -679.7960 Eh, M 96.09 g mol⁻¹, F_max 0.059 hartree/bohr.